The following is a quantum chemistry calculation of C24H19Cl2CrN2O4Te as an isolated structure in a non-equilibrium geometry, from the Open Molecules 2025 dataset.

As for the charge: 0. The molar mass is 649.9 g mol⁻¹. For the calculated total energy, the calculation gives -3569.2919 Eh. As for the multiplicity: 2. Its orbital gap (alpha / beta) is 6.708 / 7.198 eV. Its energy relative to the best compared isomer or geometry (same formula, charge and spin) is 23.7 kcal per mole.

Each line ends with the Mulliken spin population.
CARTESIAN COORDINATES (ANGSTROEM)
1 Cr 0.62368 1.43491 0.98165  1.165
2 O 1.41458 3.43467 4.34001  0.000
3 C 1.17126 3.02497 3.22409  -0.003
4 O 1.22058 1.80130 2.83123  -0.006
5 C 0.82005 3.97153 2.08781  -0.002
6 C 0.85914 5.35605 2.11620  0.002
7 C 0.63673 6.04503 0.92973  -0.005
8 C 0.41509 5.33324 -0.24452  0.004
9 C 0.39636 3.94886 -0.19254  -0.004
10 N 0.58015 3.29720 0.95911  -0.002
11 C 0.26212 2.99419 -1.36146  -0.006
12 O 0.17387 3.37721 -2.50692  -0.001
13 O 0.29959 1.75816 -0.96788  -0.006
14 H 1.06022 5.86288 3.04727  0.000
15 H 0.67970 7.12264 0.91253  -0.001
16 H 0.25874 5.82889 -1.18924  0.000
17 Cl 1.27355 -0.84818 0.95063  0.004
18 C 2.93584 -0.39294 1.38483  -0.004
19 Cl 3.19409 1.17267 0.61121  0.005
20 H 3.65597 -1.12019 1.01110  0.000
21 H 2.96942 -0.25610 2.46521  0.001
22 C 0.71690 -1.08505 -2.79813  0.001
23 Te -0.96432 -0.53834 -1.55425  -0.001
24 C -1.54284 -2.60727 -1.95122  0.000
25 C -0.81434 -3.02390 -3.18751  0.000
26 C -1.22120 -4.12318 -3.92991  0.000
27 C -0.54098 -4.48000 -5.08039  0.000
28 C 0.55780 -3.74352 -5.48914  0.000
29 C 0.97356 -2.65086 -4.74870  0.000
30 C 0.28902 -2.27908 -3.59949  0.000
31 H 1.57277 -1.32054 -2.15735  0.001
32 H 0.99326 -0.24628 -3.43602  -0.002
33 H -2.61881 -2.68493 -2.08768  0.000
34 H -1.27005 -3.25613 -1.11554  0.000
35 H -2.08202 -4.68974 -3.60314  0.000
36 H -0.87990 -5.32105 -5.66470  0.000
37 H 1.08840 -4.01631 -6.38932  0.000
38 H 1.82551 -2.06920 -5.07260  0.000
39 C -1.40827 1.42393 1.55604  -0.106
40 C -1.49749 0.12708 2.21744  -0.002
41 C -2.08577 -0.98801 1.59809  -0.021
42 C -1.92806 -2.25815 2.10802  0.011
43 C -1.22153 -2.45111 3.29824  -0.020
44 C -0.75426 -1.33593 4.00460  0.011
45 C -0.89701 -0.07605 3.47267  -0.013
46 C -0.96544 -3.74562 3.79853  0.004
47 N -0.72325 -4.78902 4.21293  -0.009
48 H -1.61564 2.25160 2.23574  0.001
49 H -2.07711 1.49604 0.69601  0.004
50 H -2.69201 -0.84597 0.71125  -0.001
51 H -2.34253 -3.11193 1.59233  0.001
52 H -0.26884 -1.48118 4.96000  0.000
53 H -0.50627 0.77271 4.01318  0.000

Atoms 1-2, force components in eV/Å:
-1.4 -0.7 -0.1
-0.2 -0.1 -0.4

The following is a quantum chemistry calculation of an isolated molecule of C6H9BrSi in a non-equilibrium geometry, from the Open Molecules 2025 dataset.

As for the charge: 0. The molar mass is 189.1 g mol⁻¹. As for the SMILES: CC1=C[SiH2]C(Br)=C1C. For the calculated total energy, the calculation gives -3097.4565 Eh. As for the multiplicity: 1. Its orbital gap is 8.733 eV. Its energy relative to the best compared isomer or geometry (same formula, charge and spin) is 0.0 kcal per mole.

Each line ends with the natural charge from an NBO analysis.
CARTESIAN COORDINATES (ANGSTROEM)
1 C -0.27564 -1.26658 1.05965  -0.638
2 C -0.47107 0.05948 0.36389  0.013
3 C -1.46224 0.95370 0.42805  -0.641
4 Si -1.17892 2.42050 -0.67012  1.106
5 C 0.40053 1.55051 -1.25312  -0.430
6 Br 1.54133 2.15610 -2.74510  0.008
7 C 0.57248 0.36382 -0.63233  -0.059
8 C 1.79910 -0.48335 -0.89632  -0.644
9 H -0.68719 -2.16753 0.33208  0.220
10 H -0.90917 -1.41769 1.87344  0.226
11 H 0.77833 -1.51089 1.29086  0.230
12 H -2.50800 0.75271 0.89647  0.232
13 H -2.23006 2.59117 -1.77982  -0.143
14 H -0.82064 3.72830 -0.16511  -0.151
15 H 2.09959 -0.09089 -1.77560  0.228
16 H 1.63171 -1.54104 -0.99502  0.219
17 H 2.50791 -0.27655 -0.16318  0.222

Atoms 1-2, force components in eV/Å:
-0.7 -2.1 -3.0
0.3 -0.8 0.1

> Which of these has the highest multiplicity?

C24H19Cl2CrN2O4Te

> What is the calculated total energy in the second record?

-3097.4565 Eh

> The lowest multiplicity belongs to which entry?

C6H9BrSi